{"formula": "CH2N2O2S", "method": "wB97M-V/def2-TZVPD", "species": ["S", "O", "O", "N", "N", "C", "H", "H"], "positions_angstrom": [[-2.176, -1.348, 0.013], [1.504, 1.592, 0.012], [0.129, 1.821, -0.007], [-0.904, 0.979, 0.127], [0.474, -0.864, 0.101], [-0.753, -0.366, 0.110], [0.469, -1.778, -0.268], [1.256, -0.037, -0.087]], "gap_ev": [5.97, 5.97], "lumo_ev": [-3.544, -3.546], "charge": 0}

{"formula": "C40H58BN8S2V", "method": "wB97M-V/def2-TZVPD", "species": ["V", "S", "S", "N", "N", "N", "N", "N", "N", "N", "N", "C", "C", "C", "C", "C", "C", "C", "C", "C", "C", "C", "C", "C", "C", "C", "C", "C", "C", "C", "C", "C", "C", "C", "C", "C", "C", "C", "C", "C", "C", "C", "C", "C", "C", "C", "C", "C", "C", "C", "C", "B", "H", "H", "H", "H", "H", "H", "H", "H", "H", "H", "H", "H", "H", "H", "H", "H", "H", "H", "H", "H", "H", "H", "H", "H", "H", "H", "H", "H", "H", "H", "H", "H", "H", "H", "H", "H", "H", "H", "H", "H", "H", "H", "H", "H", "H", "H", "H", "H", "H", "H", "H", "H", "H", "H", "H", "H", "H", "H"], "positions_angstrom": [[-1.377, 0.021, -0.772], [-0.911, -4.856, -1.495], [-1.937, -2.070, -1.338], [-3.130, 0.683, -0.574], [-1.051, -0.289, 1.024], [0.221, -3.043, -0.018], [1.655, 0.097, -0.292], [0.336, 2.177, -0.335], [-0.033, 0.451, 1.542], [0.931, -0.308, -1.382], [-0.632, 1.767, -1.209], [-0.013, 0.302, 2.871], [0.962, -4.197, 0.134], [1.888, 4.417, 1.387], [-2.937, -1.738, 1.925], [-2.080, 1.286, -3.771], [-1.039, -0.581, 3.218], [2.947, -0.289, -0.412], [2.696, -2.089, -4.224], [4.767, -1.447, 0.849], [4.162, -0.084, 0.475], [-0.798, 2.724, -2.131], [-4.319, 0.354, -1.262], [0.227, -1.822, -4.081], [-1.725, 2.699, -3.308], [0.161, 2.505, 3.941], [3.240, 3.656, -0.644], [0.778, 3.393, -0.702], [2.770, -5.536, 0.940], [2.104, -4.329, 0.922], [0.825, 1.125, 3.797], [1.790, -0.895, -2.227], [-3.461, 1.735, 0.305], [-2.609, -3.210, 2.211], [-0.742, -3.223, -0.851], [1.153, -6.533, -0.557], [1.902, 4.211, -0.129], [4.056, 0.734, 1.760], [3.051, -0.934, -1.629], [-4.534, -0.752, -2.252], [-4.018, -1.223, 2.880], [-5.320, 1.168, -0.829], [-2.554, 2.371, 1.312], [1.564, -1.206, -3.691], [-2.982, 3.529, -3.008], [-1.693, -0.914, 2.046], [2.300, -6.631, 0.207], [0.066, 3.771, -1.834], [-4.779, 2.038, 0.166], [0.999, 0.458, 5.159], [0.500, -5.307, -0.597], [1.002, 1.147, 0.622], [-0.613, -1.283, -3.658], [-1.247, 0.593, -3.600], [-1.284, -0.920, 4.210], [-3.557, 3.676, -3.924], [0.179, 4.688, -2.387], [1.701, 1.039, 5.755], [-0.014, 2.957, 2.965], [-2.964, 0.937, -3.246], [0.180, -2.862, -3.762], [-4.742, -1.696, -1.743], [3.670, -5.648, 1.531], [2.788, -2.996, -3.623], [1.626, -0.238, -4.203], [-6.343, 1.141, -1.169], [5.770, -1.306, 1.251], [-5.308, 2.808, 0.704], [4.830, -2.118, -0.006], [2.839, -7.568, 0.239], [-2.367, 1.699, 2.155], [2.487, -2.381, -5.253], [0.896, 4.722, 1.724], [-3.615, 3.021, -2.277], [-0.796, 2.414, 4.458], [2.183, 3.528, 1.940], [5.036, 0.744, 2.237], [-3.705, -0.925, -2.934], [3.951, -1.354, -2.043], [0.120, -1.805, -5.166], [3.358, 0.269, 2.458], [-4.936, -1.787, 2.719], [-3.321, -1.651, 0.912], [1.789, 1.698, 1.291], [0.803, 3.170, 4.520], [-3.497, -3.827, 2.080], [-2.254, -3.326, 3.237], [-1.830, -3.576, 1.544], [2.439, -3.484, 1.505], [3.650, -1.562, -4.211], [-2.310, 1.277, -4.835], [-5.414, -0.505, -2.844], [-4.230, -0.167, 2.705], [4.070, 4.203, -0.195], [1.769, 5.200, -0.572], [3.350, 2.596, -0.409], [2.590, 5.211, 1.641], [-1.179, 3.202, -4.109], [4.167, -1.923, 1.628], [1.810, 1.269, 3.355], [-3.057, 3.253, 1.703], [-3.719, -1.352, 3.922], [-1.595, 2.692, 0.909], [0.768, -7.382, -1.106], [3.301, 3.766, -1.727], [3.773, 1.769, 1.587], [0.054, 0.415, 5.704], [-2.712, 4.508, -2.612], [4.888, 0.421, -0.170], [1.392, -0.555, 5.058]], "gap_ev": [5.82, 6.67], "lumo_ev": [-4.649, -3.793], "charge": 1, "multiplicity": 2, "s_squared": 0.795}

Across the entries above, max |F| takes the values 4.1 1.4 eV Å⁻¹, respectively.
Across the entries above, energy above the lowest of the compared OMol25 structures with the same formula, charge and spin takes the values 847.5 11.9 kJ/mol, respectively.